{
  "formula": "C3H11NO2",
  "method": "the ωB97M-V functional and the def2-TZVPD basis",
  "symbols": ["O", "H", "H", "O", "H", "C", "C", "H", "N", "H", "H", "H", "C", "H", "H", "H", "H"],
  "xyz": [[0.2420, 3.1114, 1.5955], [1.8655, -0.2255, -0.1568], [0.5035, 2.3286, -0.2844], [-2.9197, -2.6090, -3.6560], [0.8411, -1.9948, 1.3373], [0.4832, 0.7255, 1.1673], [0.8441, 2.1309, 0.7431], [-3.3520, -2.9355, -2.8422], [0.3472, -1.6516, 0.5141], [0.4399, -2.2490, -0.2915], [-0.5742, 0.7358, 1.4795], [1.9151, 2.3001, 0.8858], [0.8104, -0.3115, 0.1290], [0.2915, -0.1025, -0.8190], [-1.9848, -2.7854, -3.4409], [-0.7237, 3.0474, 1.5225], [0.9710, 0.4850, 2.1167]],
  "multiplicity": 1,
  "e_lumo_ev": 0.560,
  "de_lowest_kj_mol": 57.4,
  "e_homo_ev": -9.519,
  "smiles": "NCCCO.O",
  "homo_lumo_gap_ev": 10.1,
  "total_charge": 0,
  "fmax_ev_per_a": 1.26
}

{
  "formula": "C5H9N3",
  "method": "the ωB97M-V functional and the def2-TZVPD basis",
  "symbols": ["H", "H", "H", "C", "H", "N", "C", "H", "N", "H", "H", "H", "C", "C", "H", "C", "N"],
  "xyz": [[-2.1811, 2.2246, 0.4971], [3.4820, 0.9149, 0.8715], [-1.7396, -2.0465, -1.0070], [-1.3033, 1.9380, -0.0981], [-0.1870, -0.8310, 1.5362], [0.8193, 0.9162, 0.2038], [2.6938, -0.0911, 0.0480], [-1.7109, 1.5974, -1.2188], [-1.3694, -0.2697, -0.0844], [-1.7348, -2.0519, 1.3832], [3.2460, -1.0739, -0.1721], [0.1141, -1.4604, -1.2225], [-0.4213, 0.7665, 0.1002], [-0.8084, -1.5692, -0.6589], [-0.6255, 2.7436, -0.0861], [-0.9653, -1.4655, 0.8430], [1.4307, -0.2878, -0.4032]],
  "multiplicity": 1,
  "e_lumo_ev": 0.674,
  "de_lowest_kj_mol": 792.6,
  "e_homo_ev": -9.058,
  "homo_lumo_gap_ev": 9.7,
  "total_charge": 0,
  "fmax_ev_per_a": 9.10
}

{
  "formula": "HNOP2",
  "method": "the ωB97M-V functional and the def2-TZVPD basis",
  "symbols": ["H", "P", "N", "O", "P"],
  "xyz": [[-0.2242, 0.1079, 0.0683], [2.4676, 0.5266, 0.4818], [0.7280, -0.0715, 0.2939], [2.8757, 0.4183, -0.9439], [1.6483, -1.3680, 0.3034]],
  "multiplicity": 1,
  "e_lumo_ev": -0.982,
  "de_lowest_kj_mol": 26.8,
  "e_homo_ev": -8.731,
  "smiles": "O=P1=PN1",
  "homo_lumo_gap_ev": 7.7,
  "total_charge": 0,
  "fmax_ev_per_a": 2.25
}

{
  "formula": "C57H97BN17O2S",
  "method": "the ωB97M-V functional and the def2-TZVPD basis",
  "symbols": ["H", "H", "H", "H", "C", "H", "N", "O", "H", "H", "C", "O", "H", "C", "H", "H", "H", "C", "H", "C", "H", "C", "C", "S", "H", "H", "H", "H", "H", "H", "C", "H", "C", "C", "H", "C", "H", "H", "C", "C", "H", "H", "H", "H", "H", "C", "H", "C", "H", "H", "N", "H", "C", "N", "C", "C", "C", "H", "N", "H", "H", "C", "N", "C", "C", "N", "H", "C", "H", "H", "H", "H", "H", "H", "C", "C", "C", "B", "H", "C", "H", "H", "H", "H", "H", "H", "C", "C", "C", "H", "N", "H", "C", "H", "H", "H", "C", "N", "H", "C", "N", "C", "C", "H", "C", "H", "H", "C", "C", "H", "H", "C", "C", "H", "H", "H", "H", "C", "H", "N", "H", "C", "N", "H", "C", "H", "C", "N", "H", "N", "C", "H", "H", "H", "C", "N", "C", "C", "H", "H", "H", "H", "H", "N", "H", "H", "C", "C", "H", "H", "C", "H", "H", "H", "H", "C", "C", "H", "C", "H", "H", "C", "C", "H", "H", "C", "N", "H", "H", "H", "N", "H", "H", "H", "H"],
  "xyz": [[4.2579, 3.6531, -2.6862], [-1.1474, 1.2936, 7.5576], [7.5994, 6.0582, 3.2023], [-0.1207, -8.6505, -6.5315], [0.9502, -8.8420, -6.4921], [-1.4354, -0.7042, 5.5035], [4.5118, 6.6883, 2.8815], [3.1851, 1.9011, 2.1230], [3.5743, -1.8971, 0.3674], [1.8525, 5.5815, -2.6622], [1.5225, 8.4946, 3.3518], [-1.7908, -0.0731, 0.1697], [-3.0840, -8.1702, -3.1446], [-2.7100, 1.0267, 5.5711], [1.2208, 1.1835, 5.6322], [9.0963, -4.3012, 0.2712], [1.2568, 2.3707, 1.4143], [1.4276, -5.2013, -2.4254], [1.1333, -1.0026, -2.7338], [5.5344, 6.1668, 2.8406], [-1.5627, 7.0336, -1.2187], [3.3012, 3.1493, 1.4195], [-0.5077, 0.7303, 6.8726], [-0.9946, -1.5834, -1.9294], [-1.3883, -8.6920, -3.0531], [3.8791, 3.9303, 1.9266], [1.7765, 3.1441, 3.0620], [-4.6816, 3.3433, 3.9383], [-1.5818, 4.5261, 0.4570], [-3.5682, 2.9549, 5.9467], [2.3903, 4.7061, -3.0477], [-1.3476, -11.0461, -11.2063], [-7.5132, -2.5716, -1.5189], [2.0198, 2.7926, 2.0631], [-1.9610, -7.3522, -2.0446], [-0.3141, -9.6830, -9.9924], [2.0418, 8.2480, 2.4260], [4.2858, 2.4639, -0.3137], [6.8241, 5.5106, 2.6686], [-1.3205, 0.3800, 5.6010], [0.8088, 7.3219, -1.0745], [-5.5204, 2.6834, -2.3732], [-1.6859, 3.7269, 3.9742], [3.1748, 5.9650, 0.9463], [-3.0117, 0.9709, 1.5261], [1.7396, -6.5556, -2.8714], [7.6271, -3.3373, 0.0245], [1.0631, 1.2343, -4.0205], [7.0628, 5.4749, 1.6065], [3.4981, -13.0609, -7.2771], [-4.4307, 4.4368, -4.7519], [1.6602, 9.5516, 3.5751], [4.6954, -14.5542, -6.4008], [0.0363, -8.6215, -9.7241], [0.0963, 8.2081, 3.2299], [3.4738, -2.3428, -0.6213], [-2.9200, 0.5746, 0.5228], [-5.4425, -2.2334, -1.6271], [-1.4026, -6.1517, -4.9012], [0.6055, 2.5749, 6.5321], [-1.8068, 2.9151, 6.0944], [0.3847, -0.4224, -2.1895], [-1.0300, 7.9948, 3.1310], [3.7686, 4.5892, -2.3749], [5.3700, -6.5079, -3.0845], [-1.2425, -0.0561, 2.2088], [-6.9864, 0.3173, 7.6657], [-3.8341, 4.0205, 2.0558], [0.5829, 3.6420, -3.4951], [2.9881, 6.7647, -0.6105], [-0.7732, 0.7157, 4.7133], [0.5934, 1.7640, -4.8560], [-6.4192, -0.7788, -1.3956], [1.4506, -8.1282, -7.1435], [0.3606, 6.6624, -0.3228], [-0.1408, -0.2825, 1.9720], [5.1646, -5.7872, -1.8362], [3.7851, 4.6327, -0.7179], [-6.8515, -1.0030, 8.8351], [-2.0867, -0.5331, -1.0925], [1.9141, -4.4763, -3.0769], [9.1895, -2.7375, -0.5650], [1.0640, 4.6963, -0.7344], [-10.4992, 2.3090, 9.8198], [-0.9527, 0.6239, -3.5192], [2.8909, 2.3701, -4.1131], [-1.0239, 6.1869, -0.7720], [8.5818, -3.6273, -0.4113], [-4.0668, 5.4552, 1.5651], [1.1593, 3.3844, -1.8616], [1.4239, -11.2730, -7.3101], [-1.3247, -11.4414, -9.4752], [2.8210, 5.8159, -0.0783], [4.8651, -5.9913, -3.8988], [0.1332, -11.6741, -10.4508], [-0.2579, -0.2051, 7.3852], [3.8359, -1.3618, -1.6377], [-9.3321, -0.5348, 9.1208], [4.1170, -3.2197, -0.6979], [1.2599, -0.5762, 1.6889], [8.1268, -4.7966, -2.6958], [3.4330, 3.1213, -0.0938], [-0.0128, 0.8288, -2.9937], [1.8964, -0.0517, 2.4003], [-5.0589, 0.0122, 8.4311], [1.9563, 7.8982, 4.1518], [2.5097, 4.8891, -4.1310], [1.4958, 3.4720, -2.8990], [1.3191, 5.4860, -0.0190], [3.0122, -14.7261, -7.6370], [-3.5640, 6.7791, -0.0483], [0.7913, 1.4991, 6.5881], [8.3479, -4.2938, -1.6865], [1.0583, 5.1100, 0.9788], [1.5430, 1.3104, 7.3596], [2.5951, 1.6291, -2.5401], [-6.2267, -1.2089, 7.1899], [-9.7553, 1.7234, 10.3567], [0.7802, -0.1379, -1.2121], [-4.0429, 0.4328, 8.7673], [-3.8727, 2.1196, -2.6867], [-9.5245, 0.4600, 9.6638], [-3.8296, 0.5319, -0.3980], [4.9719, 4.8649, -0.3719], [-2.6518, 2.5519, 5.5013], [1.7835, -5.0614, -1.4057], [-1.7055, -6.8911, -4.0744], [4.1210, -0.5430, -2.3935], [1.5158, -0.2460, 0.6828], [-8.4524, -3.1581, -1.8289], [-6.3577, -0.5016, 8.0075], [4.9613, -7.5135, -2.9968], [-3.7141, 6.1901, 2.2991], [-2.3839, 2.2034, 3.3740], [-0.7408, -11.0427, -10.3025], [4.9991, -5.2279, -0.8446], [-4.4990, 3.0023, -2.5727], [-4.4589, 3.8102, -3.7884], [-10.1132, 1.5307, 11.3663], [-4.1393, 3.5871, -1.7276], [-0.1809, 1.6630, -2.3070], [-5.1448, 5.6259, 1.4450], [1.3039, -8.7133, -5.4696], [-3.2829, -0.1729, -1.4499], [-6.1785, -1.9014, -0.0495], [4.3932, 5.4032, -2.7723], [1.2256, -10.2001, -6.9444], [-1.8435, 5.5877, 0.3808], [-2.9086, 3.6241, 1.6235], [-8.8273, 2.2901, 10.4098], [-6.3199, -1.8282, -1.1265], [0.2428, 7.2480, 0.6009], [2.5081, 2.6879, -0.4972], [1.5585, 0.3389, -4.4152], [-4.6485, 3.4000, 1.6633], [3.4018, -14.0635, -6.8662], [2.1120, 2.1464, -3.3747], [2.6961, -14.0283, -6.0388], [-3.3653, 5.7414, 0.2394], [-3.2387, 0.6304, 4.6930], [0.3508, -5.0414, -2.4632], [-3.7747, 3.8529, 3.5860], [-2.5479, 3.0550, 4.0426], [-3.7250, 5.0610, -0.5429], [-3.7461, 4.8324, 4.0754], [-2.0569, -7.8334, -3.0164], [1.9727, -7.6256, -3.2254], [-0.8991, 5.4404, -1.5673], [1.4362, -1.6468, 1.7726], [2.4361, -2.6488, -0.7611], [5.7128, -14.9435, -6.0328], [6.4363, -6.5552, -3.2975], [-1.5351, 6.0708, 1.3152], [-3.2651, 0.6984, 6.4534], [6.7725, 4.4923, 3.0506]],
  "multiplicity": 1,
  "e_lumo_ev": 1.339,
  "de_lowest_kj_mol": 0.0,
  "e_homo_ev": -5.295,
  "homo_lumo_gap_ev": 6.6,
  "total_charge": -1,
  "fmax_ev_per_a": 3.46
}

Q: Which formula does entry 3 have?
A: HNOP2

Copy entry 2 word for word.
{
  "formula": "C5H9N3",
  "method": "the ωB97M-V functional and the def2-TZVPD basis",
  "symbols": ["H", "H", "H", "C", "H", "N", "C", "H", "N", "H", "H", "H", "C", "C", "H", "C", "N"],
  "xyz": [[-2.1811, 2.2246, 0.4971], [3.4820, 0.9149, 0.8715], [-1.7396, -2.0465, -1.0070], [-1.3033, 1.9380, -0.0981], [-0.1870, -0.8310, 1.5362], [0.8193, 0.9162, 0.2038], [2.6938, -0.0911, 0.0480], [-1.7109, 1.5974, -1.2188], [-1.3694, -0.2697, -0.0844], [-1.7348, -2.0519, 1.3832], [3.2460, -1.0739, -0.1721], [0.1141, -1.4604, -1.2225], [-0.4213, 0.7665, 0.1002], [-0.8084, -1.5692, -0.6589], [-0.6255, 2.7436, -0.0861], [-0.9653, -1.4655, 0.8430], [1.4307, -0.2878, -0.4032]],
  "multiplicity": 1,
  "e_lumo_ev": 0.674,
  "de_lowest_kj_mol": 792.6,
  "e_homo_ev": -9.058,
  "homo_lumo_gap_ev": 9.7,
  "total_charge": 0,
  "fmax_ev_per_a": 9.10
}